21
Properties=species:S:1:pos:R:3:mulliken_charge:R:1 method="wB97M-V/def2-TZVPD" gap_ev=10.01 e_above_lowest_ev=2.343 fmax_ha_per_bohr=0.06327 lumo_ev=0.83 smiles=CN[C@@H](C)CN.O
C -1.6072 2.0803 0.2200 -0.91
N -0.6572 1.4999 -0.7681 -0.52
C 0.3244 0.5139 -0.2289 0.54
C 1.1672 1.1639 0.9185 -1.21
C -0.3345 -0.7644 0.3418 -1.02
N 0.4431 -1.9916 0.4061 -0.46
H -1.0803 2.4480 1.0679 0.34
H -2.2297 2.9056 -0.2567 0.31
H -2.3187 1.4051 0.6694 0.30
H -0.0578 2.2789 -0.9814 0.30
H 0.9386 0.1261 -1.1106 0.22
H 0.6735 1.1293 1.9945 0.28
H 1.3500 2.2187 0.6928 0.36
H 2.1428 0.7741 1.2552 0.35
H -0.9696 -0.5604 1.2572 0.36
H -1.2846 -0.9293 -0.1791 0.40
H 0.0315 -2.7995 0.8854 0.19
H 1.4616 -1.8628 0.6609 0.21
O 0.4217 -3.2838 -2.6079 -0.69
H 1.2218 -3.7164 -2.3939 0.29
H 0.3635 -2.6355 -1.8432 0.37